No. 1
C37H108N18O13 | ωB97M-V/def2-TZVPD

Geometry as XYZ:
```
176
Properties=species:S:1:pos:R:3
C 7.9557 13.7887 11.7648
C 9.3132 13.0400 11.9694
C 9.4379 12.6653 13.4197
O 10.7838 12.6780 13.8970
C 11.3760 14.0008 13.9449
N 9.2559 11.8956 10.9746
H 7.8957 14.6284 12.4572
H 7.0857 13.1883 12.0307
H 7.9049 14.0845 10.7169
H 10.1137 13.6850 11.6071
H 9.0338 11.6533 13.3963
H 8.8453 13.2701 14.1061
H 12.3253 13.8461 14.4576
H 10.8317 14.6087 14.6676
H 11.6224 14.5366 13.0282
H 8.6046 11.2108 11.3310
H 10.2061 11.5695 11.0789
C 19.9086 19.5374 18.4827
C 20.2619 19.2636 16.9896
C 19.2436 18.3652 16.0889
O 19.6015 18.3362 14.7607
C 18.7901 17.4918 13.9838
N 20.1432 20.5338 16.3384
H 20.0013 18.5680 18.9725
H 18.8902 19.8978 18.6282
H 20.6430 20.2235 18.9046
H 21.2570 18.8708 16.7810
H 18.1684 18.5359 16.1419
H 19.2517 17.3369 16.4505
H 18.7884 16.4934 14.4212
H 19.1154 17.3949 12.9480
H 17.8010 17.9487 13.9510
H 20.2137 20.2899 15.3608
H 20.9708 21.1017 16.4503
C 17.9717 21.3492 13.8304
C 17.4140 21.9990 12.5562
C 16.6434 21.0574 11.5835
O 17.3974 20.1795 10.9429
C 16.6848 19.4093 10.0879
N 16.5886 23.0418 13.0915
H 18.8966 21.7974 14.1934
H 18.2270 20.3091 13.6280
H 17.2775 21.1535 14.6476
H 18.1743 22.4250 11.9015
H 16.1450 21.7013 10.8589
H 15.8808 20.5621 12.1847
H 16.2119 18.5068 10.4753
H 17.1698 19.0579 9.1771
H 15.9995 20.1087 9.6091
H 15.9207 23.3568 12.4025
H 17.1425 23.8653 13.2790
C 10.6281 16.4421 9.0313
C 11.7586 17.0955 8.1741
C 12.9795 17.4959 9.0454
O 12.5379 18.5143 10.0804
C 12.0907 19.8134 9.6320
N 12.1249 16.0825 7.1983
H 9.7097 16.2311 8.4835
H 10.2303 17.0181 9.8668
H 10.9594 15.4823 9.4275
H 11.4161 17.9727 7.6252
H 13.8394 17.8515 8.4777
H 13.3692 16.6343 9.5874
H 12.8825 20.3303 9.0898
H 11.8718 20.3979 10.5256
H 11.1812 19.7405 9.0357
H 12.8564 15.5651 7.6645
H 11.2790 15.5505 7.0514
C 15.4092 19.6251 16.7738
C 15.1356 19.0248 18.1635
C 13.6970 18.6659 18.3160
O 12.9759 19.8897 18.6462
C 11.5894 19.8333 18.2415
N 15.8974 17.8611 18.3498
H 15.5806 18.9377 15.9455
H 16.2684 20.2940 16.7245
H 14.6144 20.2881 16.4319
H 15.4552 19.7755 18.8863
H 13.5499 17.9274 19.1040
H 13.2067 18.3448 17.3970
H 11.3521 19.5809 17.2080
H 11.1564 20.8132 18.4429
H 11.1493 19.0524 18.8615
H 15.8070 17.5251 19.2980
H 16.8850 17.9786 18.1738
C 16.1572 16.1770 7.1965
C 16.2068 15.4143 8.4577
C 15.3974 14.1300 8.4930
O 14.0066 14.4575 8.5723
C 13.0826 13.4013 8.3044
N 17.5573 15.1641 8.8171
H 15.1366 16.1724 6.8140
H 16.7933 15.6694 6.4713
H 16.5362 17.1971 7.2590
H 15.8737 16.0494 9.2786
H 15.7107 13.3371 9.1722
H 15.6049 13.5221 7.6124
H 13.5279 12.5170 8.7602
H 12.8565 13.2039 7.2566
H 12.1789 13.6273 8.8703
H 17.7663 14.4761 8.1078
H 18.2097 15.9029 8.5965
C 8.6582 17.3824 14.0126
C 9.7634 18.5183 14.2080
C 10.5900 18.6172 12.9478
O 11.7029 19.4888 13.0393
C 12.8231 18.9869 13.7254
N 8.9900 19.7609 14.3142
H 7.9151 17.7213 13.2908
H 7.9918 17.1620 14.8465
H 9.1775 16.5104 13.6152
H 10.4338 18.1199 14.9697
H 9.8466 18.8922 12.1995
H 11.0124 17.6238 12.7970
H 13.5299 19.8134 13.6508
H 13.2226 18.1940 13.0932
H 12.7003 18.7438 14.7808
H 8.6349 19.8287 15.2572
H 9.6092 20.5437 14.1595
C 14.1980 14.8678 12.0114
C 15.5533 15.4499 12.5217
C 15.6306 15.4725 14.1020
O 14.4628 16.1383 14.5501
C 14.0864 15.9390 15.9248
N 16.5454 14.6104 11.7929
H 13.3746 15.4845 12.3715
H 13.9778 13.9249 12.5118
H 14.1611 14.9936 10.9293
H 15.6003 16.4620 12.1198
H 16.6155 15.7684 14.4633
H 15.6071 14.4170 14.3728
H 13.8631 14.8783 16.0401
H 13.3189 16.5873 16.3476
H 14.9652 16.1043 16.5480
H 17.4609 14.7503 12.1957
H 16.6543 14.6969 10.7925
C 19.8634 13.7659 11.3506
O 19.5287 14.7812 11.9315
N 19.4821 13.4108 10.1907
N 20.6812 12.8545 11.8573
H 19.9039 12.5785 9.8041
H 18.9064 14.1213 9.7619
H 21.1014 13.0165 12.7614
H 20.9246 12.0388 11.3138
C 16.9744 14.1096 17.7416
O 16.5748 14.6780 18.7218
N 17.4958 14.7012 16.7397
N 16.7986 12.8669 17.4229
H 17.8600 14.2860 15.8941
H 17.4933 15.6936 16.9273
H 17.4831 12.4329 16.8202
H 16.1453 12.3794 18.0193
C 11.5350 13.3151 18.2545
O 11.8957 14.0784 19.1492
N 11.4575 13.5525 16.9647
N 11.1895 12.1427 18.4643
H 11.7304 14.4525 16.5966
H 11.1154 12.7308 16.4873
H 11.3674 11.8483 19.4139
H 10.8591 11.4537 17.8038
C 17.1323 11.6671 14.0009
O 17.0803 10.6998 14.6700
N 18.1156 12.5534 14.1053
N 16.2908 12.0866 13.1361
H 18.0857 13.2238 13.3505
H 18.9145 12.3849 14.6998
H 16.3070 13.0220 12.7554
H 15.4525 11.5238 13.1611
C 12.5272 9.8115 12.1283
O 11.7147 10.3677 11.4737
N 13.0185 8.6264 11.9551
N 13.0910 10.3892 13.1479
H 13.7406 8.4502 12.6389
H 12.7420 7.9551 11.2530
H 12.8163 11.3611 13.1570
H 13.7194 9.9171 13.7821
```

The HOMO-LUMO gap is 0.3214 Eh. As for the total charge: 0. For the total energy, the calculation gives -3438.02853 hartree.

These are the Löwdin partial charges, in e, on atoms 1 to 99: -0.06, -0.40, -0.20, -0.20, -0.10, 0.04, 0.05, 0.07, 0.07, 0.12, 0.13, 0.12, 0.07, 0.08, 0.07, 0.06, 0.01, -0.05, -0.37, -0.20, -0.20, -0.10, 0.01, 0.07, 0.07, 0.07, 0.13, 0.10, 0.10, 0.07, 0.09, 0.08, 0.05, 0.08, -0.05, -0.40, -0.26, -0.13, -0.13, 0.02, 0.07, 0.05, 0.07, 0.13, 0.12, 0.13, 0.08, 0.08, 0.09, 0.06, 0.08, -0.05, -0.40, -0.11, -0.22, -0.09, 0.04, 0.07, 0.06, 0.06, 0.12, 0.11, 0.09, 0.08, 0.08, 0.08, 0.01, 0.07, -0.05, -0.45, -0.18, -0.19, -0.09, 0.05, 0.07, 0.06, 0.08, 0.14, 0.13, 0.09, 0.06, 0.09, 0.09, 0.09, 0.06, -0.04, -0.48, -0.17, -0.26, -0.07, 0.02, 0.08, 0.09, 0.08, 0.12, 0.13, 0.13, 0.09, 0.10

---

No. 2
CHIN2O2S | ωB97M-V/def2-TZVPD

Geometry as XYZ:
```
8
Properties=species:S:1:pos:R:3
C -1.1049 -1.1385 0.2590
N -1.0320 -2.4226 0.4871
N -0.0134 -0.3162 0.1718
O 1.0477 -3.1186 -1.0066
O 1.0866 -1.1209 0.4098
S 0.7347 -2.7998 0.3588
I -2.9972 -0.1996 0.0353
H -0.0427 0.1754 -0.6314
```

The HOMO-LUMO gap is 0.3643 Eh. As for the total charge: 0. For the total energy, the calculation gives -994.47990 hartree.

Charges in e, computed with natural (NBO), in the same order as the atoms: 0.27, -0.69, -0.32, -0.88, -0.55, 1.60, 0.19, 0.38

---

Calculated values (eV) of LUMO level for the records, taken in order: 0.0801 -0.3611.
Calculated values (eV) of energy above the lowest of the compared OMol25 structures with the same formula, charge and spin for the records, taken in order: 9.2022 0.2244.